(1)
{
  "formula": "C42H42BrN9O3PSTi",
  "method": "wB97M-V/def2-TZVPD",
  "elements": ["Ti", "O", "C", "C", "C", "C", "C", "C", "C", "O", "N", "N", "C", "C", "Br", "C", "C", "C", "C", "C", "C", "C", "H", "H", "H", "H", "H", "H", "H", "H", "H", "H", "H", "H", "H", "H", "O", "N", "C", "C", "C", "C", "C", "C", "C", "P", "C", "C", "C", "C", "C", "C", "C", "C", "C", "C", "C", "C", "H", "H", "H", "H", "H", "H", "H", "H", "H", "H", "H", "H", "H", "H", "H", "H", "C", "C", "N", "N", "C", "S", "N", "N", "H", "H", "H", "H", "H", "H", "C", "C", "N", "C", "C", "N", "H", "H", "H", "H", "H", "H"],
  "xyz": [[-0.571, 0.694, 0.097], [-0.966, 2.988, -4.763], [-2.189, 2.445, -4.500], [-3.119, 2.478, -5.533], [-4.373, 1.923, -5.365], [-4.723, 1.338, -4.154], [-3.793, 1.293, -3.133], [-2.520, 1.831, -3.287], [-1.445, 1.620, -2.240], [-1.873, 1.300, -0.963], [-0.611, 0.480, -2.740], [-0.604, -0.577, -1.898], [-0.576, -1.762, -2.385], [-0.603, -2.945, -1.564], [-1.083, -2.571, 0.269], [-0.450, -4.216, -1.955], [-0.044, -4.643, -3.297], [0.887, -3.928, -4.062], [1.235, -4.357, -5.332], [0.654, -5.500, -5.863], [-0.255, -6.227, -5.107], [-0.588, -5.815, -3.829], [-0.440, 3.114, -3.969], [-2.832, 2.951, -6.463], [-5.080, 1.952, -6.184], [-5.710, 0.919, -4.013], [-4.047, 0.838, -2.188], [-0.782, 2.499, -2.190], [-0.782, 0.260, -3.714], [-0.596, -1.908, -3.463], [-0.669, -5.000, -1.238], [1.364, -3.057, -3.635], [1.965, -3.804, -5.909], [0.917, -5.833, -6.858], [-0.701, -7.122, -5.518], [-1.294, -6.393, -3.244], [1.572, -0.554, 1.052], [0.394, -0.127, 1.698], [0.340, -0.504, 2.927], [-0.702, -0.275, 3.886], [-0.396, -0.615, 5.214], [-1.306, -0.408, 6.228], [-2.543, 0.149, 5.932], [-2.858, 0.490, 4.624], [-1.960, 0.272, 3.586], [-2.454, 0.659, 1.874], [-3.792, -0.535, 1.528], [-4.393, -1.360, 2.476], [-5.398, -2.235, 2.088], [-5.809, -2.296, 0.765], [-5.202, -1.489, -0.186], [-4.190, -0.624, 0.194], [-3.281, 2.264, 2.139], [-2.668, 3.192, 2.983], [-3.245, 4.432, 3.189], [-4.429, 4.762, 2.540], [-5.038, 3.844, 1.698], [-4.469, 2.594, 1.497], [2.108, -1.057, 1.684], [1.204, -1.046, 3.313], [0.580, -1.031, 5.438], [-1.050, -0.670, 7.245], [-3.266, 0.310, 6.720], [-3.816, 0.947, 4.406], [-4.083, -1.340, 3.509], [-5.867, -2.868, 2.829], [-6.596, -2.978, 0.473], [-5.511, -1.535, -1.223], [-3.681, -0.010, -0.533], [-1.744, 2.933, 3.489], [-2.776, 5.142, 3.858], [-4.878, 5.733, 2.698], [-5.967, 4.101, 1.206], [-4.954, 1.877, 0.847], [5.474, -2.182, -2.532], [4.816, -0.885, -2.259], [5.353, 0.282, -2.371], [4.377, 1.145, -2.019], [3.218, 0.555, -1.676], [1.853, 1.426, -1.180], [3.505, -0.762, -1.833], [2.620, -1.827, -1.756], [6.517, -1.995, -2.770], [5.001, -2.692, -3.374], [5.425, -2.842, -1.663], [4.536, 2.138, -2.072], [1.942, -1.632, -1.033], [3.139, -2.667, -1.533], [2.087, 2.782, 1.941], [0.866, 3.351, 1.310], [-0.138, 2.707, 0.723], [-1.032, 3.688, 0.300], [-0.551, 4.908, 0.628], [0.638, 4.676, 1.272], [2.040, 1.700, 1.960], [2.194, 3.153, 2.962], [2.975, 3.073, 1.379], [-1.957, 3.455, -0.191], [-0.946, 5.895, 0.464], [1.247, 5.388, 1.638]],
  "multiplicity": 2,
  "homo_energy_ev": [-12.40, -12.42],
  "de_lowest_kj_mol": 71.5,
  "total_charge": 2,
  "orbital_gap_ha": [0.2342, 0.2349]
}

***

(2)
{
  "formula": "C42H42ClIMgN2O4P2Se2",
  "method": "wB97M-V/def2-TZVPD",
  "elements": ["Mg", "C", "P", "C", "C", "C", "C", "C", "C", "C", "C", "C", "C", "C", "C", "C", "C", "C", "C", "C", "P", "C", "C", "C", "C", "C", "C", "C", "C", "C", "C", "C", "C", "N", "H", "H", "H", "H", "H", "H", "H", "H", "H", "H", "H", "H", "H", "H", "H", "H", "H", "H", "H", "H", "H", "H", "H", "H", "H", "H", "O", "C", "C", "C", "O", "C", "Se", "C", "Se", "H", "H", "H", "H", "H", "H", "H", "H", "H", "H", "I", "C", "C", "C", "C", "N", "C", "H", "H", "H", "H", "Cl", "C", "C", "O", "O", "H", "H"],
  "xyz": [[-1.077, -0.420, 0.908], [0.846, -3.342, 0.545], [2.276, -2.213, 0.175], [3.133, -3.279, -1.048], [3.839, -4.440, -0.734], [4.373, -5.237, -1.733], [4.192, -4.895, -3.068], [3.472, -3.758, -3.394], [2.949, -2.954, -2.389], [3.311, -2.382, 1.679], [4.701, -2.477, 1.627], [5.463, -2.432, 2.785], [4.851, -2.281, 4.020], [3.469, -2.161, 4.082], [2.709, -2.203, 2.923], [-0.221, -3.085, -0.448], [-0.551, -3.870, -1.529], [-1.507, -3.137, -2.275], [-1.690, -1.954, -1.592], [-2.472, -0.742, -1.994], [-1.390, 0.700, -1.609], [-2.273, 2.126, -2.332], [-1.604, 3.348, -2.405], [-2.254, 4.464, -2.902], [-3.574, 4.379, -3.325], [-4.246, 3.169, -3.254], [-3.596, 2.045, -2.759], [-0.008, 0.462, -2.786], [-0.200, 0.037, -4.099], [0.879, -0.117, -4.951], [2.166, 0.168, -4.503], [2.362, 0.608, -3.205], [1.279, 0.746, -2.345], [-0.901, -1.906, -0.473], [1.171, -4.382, 0.460], [0.514, -3.163, 1.568], [3.967, -4.725, 0.304], [4.923, -6.133, -1.471], [4.608, -5.520, -3.850], [3.311, -3.490, -4.431], [2.383, -2.068, -2.646], [5.197, -2.580, 0.669], [6.542, -2.504, 2.718], [5.445, -2.239, 4.923], [2.980, -2.016, 5.037], [1.637, -2.062, 2.986], [-0.151, -4.849, -1.751], [-1.991, -3.428, -3.195], [-2.733, -0.784, -3.054], [-3.402, -0.631, -1.428], [-0.576, 3.443, -2.063], [-1.724, 5.407, -2.935], [-4.082, 5.259, -3.700], [-5.278, 3.097, -3.575], [-4.133, 1.106, -2.698], [-1.198, -0.165, -4.467], [0.717, -0.450, -5.969], [3.011, 0.049, -5.170], [3.352, 0.853, -2.846], [1.445, 1.124, -1.344], [-2.189, 4.657, 1.518], [-1.016, 4.334, 0.780], [0.232, 4.101, 1.637], [0.845, 5.450, 2.066], [1.128, 6.363, 1.031], [1.256, 3.245, 0.875], [1.938, 3.918, -0.873], [-0.116, 3.392, 2.954], [-1.323, 1.827, 2.872], [-2.327, 3.906, 2.121], [-0.835, 5.171, 0.106], [-1.188, 3.443, 0.168], [1.754, 5.230, 2.649], [0.139, 5.956, 2.733], [1.522, 5.843, 0.299], [0.809, 2.258, 0.716], [2.124, 3.105, 1.525], [-0.612, 4.103, 3.616], [0.809, 3.081, 3.443], [-5.972, 3.063, 1.680], [-5.090, 1.186, 1.693], [-5.698, 0.105, 2.304], [-5.055, -1.122, 2.275], [-3.832, -1.215, 1.636], [-3.239, -0.163, 1.069], [-3.845, 1.024, 1.107], [-6.648, 0.223, 2.809], [-5.478, -1.993, 2.754], [-3.288, -2.150, 1.601], [-3.333, 1.856, 0.641], [-0.931, -2.579, 6.270], [-0.618, -1.523, 4.855], [-1.197, -2.027, 3.535], [-2.002, -2.939, 3.471], [-0.772, -1.301, 2.575], [0.457, -1.401, 4.773], [-1.051, -0.542, 5.050]],
  "homo_energy_ev": -1.45,
  "total_charge": -2,
  "orbital_gap_ha": 0.1799
}

***

(3)
{
  "formula": "C42H42N2O4S2",
  "method": "wB97M-V/def2-TZVPD",
  "elements": ["O", "S", "O", "C", "C", "C", "C", "C", "C", "C", "C", "S", "O", "O", "C", "C", "C", "C", "C", "C", "C", "C", "C", "C", "C", "C", "H", "H", "H", "H", "H", "H", "H", "H", "H", "H", "H", "H", "H", "H", "H", "H", "C", "C", "N", "C", "C", "C", "C", "C", "C", "C", "C", "C", "C", "C", "N", "C", "C", "C", "C", "C", "C", "C", "C", "C", "H", "H", "H", "H", "H", "H", "H", "H", "H", "H", "H", "H", "H", "H", "H", "H", "H", "H", "H", "H", "H", "H", "H", "H", "H", "H"],
  "xyz": [[-1.968, 2.480, 0.787], [-2.753, 2.451, -0.433], [-2.735, 3.603, -1.337], [-2.157, 1.051, -1.382], [-0.813, 0.807, -1.533], [0.329, 1.690, -1.489], [0.292, 3.073, -1.177], [1.475, 3.789, -0.986], [2.719, 3.185, -1.215], [2.779, 1.842, -1.630], [1.595, 1.132, -1.822], [-3.291, -0.053, -2.220], [-4.664, 0.292, -1.892], [-2.786, -1.404, -2.046], [-3.041, 0.432, -3.923], [-3.234, 1.762, -4.300], [-2.912, 2.151, -5.607], [-2.414, 1.212, -6.519], [-2.338, -0.141, -6.154], [-2.682, -0.543, -4.856], [-4.505, 2.397, 0.036], [-5.287, 3.537, -0.172], [-6.656, 3.483, 0.093], [-7.221, 2.340, 0.658], [-6.400, 1.255, 0.975], [-5.035, 1.292, 0.693], [-0.594, -0.164, -1.968], [-0.625, 3.646, -1.162], [1.413, 4.824, -0.654], [3.634, 3.760, -1.080], [3.735, 1.335, -1.765], [1.619, 0.101, -2.175], [-3.639, 2.483, -3.592], [-3.053, 3.193, -5.897], [-2.095, 1.534, -7.521], [-2.006, -0.892, -6.871], [-2.677, -1.591, -4.559], [-4.824, 4.443, -0.564], [-7.280, 4.336, -0.154], [-8.287, 2.279, 0.853], [-6.807, 0.364, 1.442], [-4.374, 0.478, 0.997], [0.817, -0.450, 1.074], [1.886, -1.232, 1.438], [2.379, -2.290, 0.675], [1.628, -2.916, -0.347], [2.109, -2.960, -1.670], [3.456, -2.437, -2.076], [1.254, -3.491, -2.639], [-0.036, -3.912, -2.318], [-0.887, -4.607, -3.318], [-0.498, -3.807, -1.016], [0.365, -3.422, -0.001], [-0.103, -3.554, 1.410], [3.590, -2.713, 1.180], [3.873, -1.960, 2.256], [2.805, -1.094, 2.461], [2.730, -0.196, 3.566], [2.606, -0.745, 4.857], [2.298, -2.191, 5.086], [2.828, 0.077, 5.960], [3.151, 1.421, 5.786], [3.309, 2.285, 6.996], [3.303, 1.943, 4.500], [3.106, 1.137, 3.370], [3.343, 1.668, 1.991], [0.571, 0.378, 1.727], [0.143, -0.844, 0.336], [3.707, -1.504, -1.547], [4.262, -3.173, -1.920], [3.429, -2.216, -3.157], [1.597, -3.581, -3.666], [-1.942, -4.468, -3.065], [-0.671, -4.238, -4.323], [-0.681, -5.684, -3.299], [-1.519, -4.098, -0.767], [-1.045, -4.114, 1.368], [0.597, -4.108, 2.048], [-0.307, -2.569, 1.840], [4.143, -3.542, 0.759], [4.727, -1.964, 2.912], [1.887, -2.300, 6.101], [1.561, -2.581, 4.372], [3.209, -2.809, 5.035], [2.736, -0.337, 6.967], [3.710, 3.260, 6.707], [2.333, 2.416, 7.484], [3.981, 1.822, 7.730], [3.591, 2.986, 4.345], [3.797, 2.661, 2.088], [4.032, 1.044, 1.400], [2.405, 1.765, 1.427]],
  "homo_energy_ev": -6.34,
  "de_lowest_kj_mol": 7.7,
  "smiles": "O=S(=O)(C(=Cc1ccccc1)S(=O)(=O)c1ccccc1)c1ccccc1.C=C1N(c2c(C)cc(C)cc2C)C=CN1c1c(C)cc(C)cc1C",
  "total_charge": 0,
  "orbital_gap_ha": 0.2068
}